{
  "formula": "C45H58FGaN4O6",
  "method": "ωB97M-V/def2-TZVPD",
  "charge": 0,
  "relative_energy_kj_mol": 434.5,
  "lumo_energy_ev": [-2.105, -2.105],
  "gap_ev": [2.72, 3.13],
  "homo_ev": [-4.8, -5.2],
  "e_tot_ha": -4444.3008,
  "elements": ["Ga", "C", "C", "C", "C", "C", "C", "C", "N", "C", "C", "C", "C", "C", "C", "O", "C", "C", "C", "C", "C", "C", "C", "C", "C", "O", "C", "C", "C", "C", "C", "C", "H", "H", "H", "H", "H", "H", "H", "H", "H", "H", "H", "H", "H", "H", "H", "H", "H", "H", "H", "H", "H", "H", "H", "H", "H", "H", "H", "H", "H", "H", "H", "H", "H", "H", "H", "H", "H", "H", "H", "H", "F", "C", "C", "C", "C", "O", "C", "C", "N", "C", "C", "C", "C", "C", "C", "N", "C", "C", "N", "C", "C", "C", "O", "O", "H", "H", "H", "H", "H", "H", "H", "H", "H", "H", "H", "H", "H", "H", "H", "H", "H", "H", "O"],
  "xyz": [[-0.438, 0.535, -2.826], [-0.172, -6.232, -1.362], [1.099, -5.420, -1.019], [1.167, -5.228, 0.514], [2.306, -6.303, -1.418], [1.060, -4.021, -1.689], [-0.019, -3.228, -1.543], [0.051, -1.824, -1.971], [-0.692, -0.824, -1.723], [-1.992, -0.796, -1.262], [-2.436, -1.392, -0.083], [-3.773, -1.293, 0.301], [-4.615, -0.546, -0.544], [-4.173, 0.114, -1.731], [-2.800, 0.005, -2.107], [-2.224, 0.566, -3.111], [-5.189, 0.942, -2.578], [-4.785, 2.434, -2.617], [-5.291, 0.383, -4.016], [-6.639, 0.918, -2.020], [-4.259, -1.967, 1.591], [-3.981, -3.486, 1.520], [-3.508, -1.372, 2.802], [-5.771, -1.795, 1.863], [1.157, -1.416, -2.883], [1.015, -0.336, -3.441], [2.322, -2.333, -3.052], [2.220, -3.530, -2.438], [3.503, -1.855, -3.912], [4.094, -0.543, -3.355], [4.668, -2.877, -3.960], [3.047, -1.641, -5.372], [-0.126, -7.237, -0.925], [-0.285, -6.345, -2.446], [-1.083, -5.764, -0.973], [1.218, -6.192, 1.033], [0.288, -4.699, 0.901], [2.055, -4.651, 0.801], [2.248, -7.289, -0.942], [3.257, -5.861, -1.098], [2.343, -6.467, -2.501], [-0.906, -3.517, -1.000], [-1.712, -1.909, 0.533], [-5.656, -0.454, -0.265], [-3.853, 2.611, -3.160], [-4.659, 2.833, -1.604], [-5.551, 3.037, -3.119], [-4.373, 0.513, -4.594], [-6.083, 0.890, -4.581], [-5.526, -0.688, -4.005], [-6.694, 1.351, -1.014], [-7.042, -0.101, -1.984], [-7.317, 1.504, -2.652], [-2.911, -3.709, 1.442], [-4.475, -3.936, 0.651], [-4.350, -3.998, 2.416], [-2.428, -1.549, 2.747], [-3.858, -1.814, 3.741], [-3.660, -0.288, 2.866], [-6.377, -2.221, 1.054], [-6.044, -0.739, 1.975], [-6.066, -2.303, 2.789], [3.048, -4.220, -2.536], [4.390, -0.658, -2.305], [3.391, 0.293, -3.414], [4.985, -0.242, -3.919], [5.072, -3.073, -2.960], [5.496, -2.503, -4.574], [4.351, -3.830, -4.399], [2.319, -0.830, -5.470], [2.589, -2.550, -5.779], [3.895, -1.382, -6.016], [-0.787, 1.489, 3.631], [0.146, 2.055, 2.847], [0.051, 1.830, 1.480], [0.989, 2.411, 0.627], [0.908, 2.129, -0.824], [0.064, 1.375, -1.295], [1.882, 2.798, -1.688], [2.794, 3.602, -1.137], [2.944, 3.835, 0.219], [3.885, 4.892, 0.633], [5.074, 4.608, 1.517], [5.290, 4.979, 0.086], [2.008, 3.247, 1.121], [2.075, 3.445, 2.512], [1.165, 2.851, 3.411], [1.368, 3.020, 4.798], [1.424, 4.420, 5.265], [2.084, 4.475, 6.658], [1.379, 3.545, 7.617], [1.326, 2.125, 7.101], [0.676, 2.084, 5.706], [1.767, 2.492, -3.163], [2.539, 3.137, -3.928], [0.905, 1.607, -3.420], [-0.740, 1.201, 1.082], [3.506, 4.114, -1.782], [3.374, 5.844, 0.766], [5.272, 3.579, 1.794], [5.334, 5.340, 2.271], [5.634, 4.203, -0.589], [5.677, 5.964, -0.145], [2.897, 4.031, 2.907], [0.407, 4.829, 5.320], [2.003, 5.068, 4.600], [2.029, 5.478, 7.091], [3.129, 4.150, 6.619], [0.420, 3.880, 7.771], [1.857, 3.559, 8.525], [0.754, 1.544, 7.829], [2.360, 1.764, 7.073], [-0.384, 2.356, 5.793], [0.752, 1.052, 5.344], [-1.098, 1.939, -3.319]]
}